Entry from OMol25: a cluster of 2 separate species, C10H16O in total in a non-equilibrium geometry (the ωB97M-V functional and the def2-TZVPD basis).

Geometry as XYZ:
```
27
Properties=species:S:1:pos:R:3:forces:R:3
C -2.28808 0.63523 -0.94333 0.53 -1.13 -1.88
C -0.71272 3.36255 1.25119 0.67 1.82 0.79
C 0.38715 2.57929 1.59942 0.85 -2.09 2.28
C -1.71612 2.66703 0.52171 -1.35 1.02 -1.15
C -1.65547 1.35932 0.18366 0.72 -2.98 0.13
C 0.32440 1.19051 1.46350 0.14 1.03 -1.08
C -0.63199 0.49789 0.68333 1.19 0.53 1.19
O 1.36158 3.07340 2.60432 0.17 -0.26 -1.65
H -0.60872 4.44969 1.56247 -0.85 -1.39 -0.81
H -2.57033 3.17081 0.04049 0.44 0.33 0.39
H 1.12006 0.61653 1.81205 1.49 -0.76 1.02
H 2.25908 2.72439 2.35828 -1.54 0.36 0.14
H -1.42074 0.47215 -1.66756 -1.18 0.55 0.22
H -3.09870 1.12345 -1.36693 -1.32 1.79 -1.40
H -0.37724 -0.52532 0.33423 -0.67 0.95 0.10
H -2.74594 -0.39253 -1.01019 0.71 0.29 1.74
C 1.16183 -2.27548 -1.49608 -0.58 1.94 3.47
C 0.03934 -3.09110 -0.85018 0.08 0.32 -3.08
C 2.18028 -1.90477 -0.27706 0.52 -3.62 -4.14
H 1.48378 -2.74131 -2.38103 1.55 -1.17 -0.66
H 0.90574 -1.27844 -1.90582 -0.93 -0.44 0.52
H -0.56239 -2.54490 -0.22312 -1.65 1.74 1.15
H 2.90882 -1.37560 -0.81127 1.15 1.94 0.03
H 1.75253 -1.47383 0.58813 -0.40 0.32 0.63
H 2.76315 -2.86137 -0.20169 -0.73 0.52 1.21
H -0.55043 -3.56587 -1.62420 -0.64 0.10 -0.26
H 0.29112 -3.89171 -0.24432 1.62 -1.67 1.13
```
Forces are in eV/Å.

## Properties
* orbital gap (alpha / beta): 2.9 / 7.0 eV
* 2S+1: 2
* expectation value of S²: 0.760
* F_max: 0.107 Eh/bohr
* DFT total energy: -12673.1621 eV
* charge: -1
* E_HOMO (alpha / beta): 0.0238 / -0.1300 Eh

=====

Entry from OMol25: a structure of composition C12H4BrN5PtS2 in a non-equilibrium geometry (the ωB97M-V functional and the def2-TZVPD basis).

Geometry as XYZ:
```
25
Properties=species:S:1:pos:R:3:forces:R:3
Pt -1.26815 0.32582 -0.86983 0.75 0.43 0.74
S -2.52881 1.73417 0.83329 0.79 -0.06 -0.54
C -1.37954 2.98865 0.97077 -0.60 -0.98 -0.43
C -1.49788 3.77817 2.13526 -0.03 0.23 0.32
N -1.58321 4.38173 3.10579 -0.07 0.25 0.36
C -0.38412 3.31438 0.04593 -0.07 -0.85 -0.93
S -0.07785 2.51953 -1.43178 -0.51 -0.41 0.70
C 0.44252 4.42551 0.32352 0.23 0.31 0.07
N 1.14075 5.30241 0.56211 0.25 0.35 0.05
Br 3.47867 -2.92268 2.68275 -0.23 0.13 -0.18
C 2.15272 -1.98602 1.69247 0.27 -0.17 0.22
C 2.44919 -1.54906 0.40985 -0.01 -0.02 0.05
C 1.49245 -0.83793 -0.29114 0.06 0.11 -0.14
C 0.24249 -0.57947 0.27432 -0.56 0.38 -0.37
C -0.02991 -1.03587 1.56412 -0.17 0.04 0.07
C 0.92192 -1.73690 2.28068 0.06 -0.01 -0.01
H 3.41303 -1.75874 -0.02861 0.06 0.01 -0.01
H 1.74046 -0.47923 -1.28264 -0.04 0.00 -0.03
H -0.98434 -0.83304 2.03308 -0.06 -0.01 -0.03
H 0.71062 -2.08345 3.28090 0.02 -0.02 0.06
N -1.10835 -4.09565 -5.37481 0.06 -0.16 -0.26
C -1.41624 -3.46669 -4.45862 0.47 -0.44 -1.29
N -1.75019 -2.84065 -3.39678 -0.56 0.73 1.80
C -1.93896 -1.76146 -2.84820 0.13 -0.90 -0.61
N -2.23728 -0.80352 -2.21243 -0.23 1.03 0.41
```
Forces are in eV/Å.

## Properties
* orbital gap (alpha / beta): 7.0 / 5.4 eV
* 2S+1: 5
* expectation value of S²: 6.040
* F_max: 0.039 Eh/bohr
* DFT total energy: -114912.7805 eV
* E_HOMO (alpha / beta): -0.3244 / -0.3567 Eh

=====

Entry from OMol25: a cluster of 2 separate species, C6H8N2O3 in total in a non-equilibrium geometry (the ωB97M-V functional and the def2-TZVPD basis).

Geometry as XYZ:
```
19
Properties=species:S:1:pos:R:3:forces:R:3
C -1.72128 -1.58537 -0.80206 1.67 1.97 -2.26
C -1.81791 -1.56106 0.52750 -0.52 0.39 2.87
C -0.97681 -0.50922 -1.37875 -0.55 -1.02 0.62
C -1.12361 -0.64258 1.28922 0.85 -0.98 1.76
C -0.39019 0.43346 -0.51502 1.03 0.53 -0.38
C 0.89536 2.39733 -0.23744 0.29 2.32 2.37
N -0.30884 0.31577 0.81014 -2.29 -1.16 0.27
N 2.09413 -0.55064 -0.21252 -0.74 0.38 0.00
O 3.01907 -1.08854 -0.76984 1.06 -0.64 -1.00
O 2.09543 -0.51739 1.13700 -2.02 0.92 2.51
O 0.27589 1.48590 -1.05248 -1.14 -1.72 -1.41
H -2.11790 -2.44843 -1.29207 -0.16 0.02 -0.90
H -2.39453 -2.26216 1.09237 -0.21 -0.55 0.02
H -0.72044 -0.45541 -2.42453 -0.25 0.13 -0.12
H -1.05388 -0.93773 2.38743 -0.09 1.10 -1.34
H 1.99998 2.25426 -0.15690 -0.82 -0.10 -0.22
H 0.46122 2.36585 0.82701 0.73 0.17 -1.59
H 0.67431 3.41749 -0.66196 0.40 -0.99 0.38
H 1.10999 -0.11152 1.43290 2.73 -0.78 -1.60
```
Forces are in eV/Å.

## Properties
* orbital gap (alpha / beta): 7.5 / 8.0 eV
* 2S+1: 3
* expectation value of S²: 2.008
* F_max: 0.067 Eh/bohr
* DFT total energy: -15468.1294 eV
* E_HOMO (alpha / beta): -0.2654 / -0.3412 Eh

=====

Entry from OMol25: a cluster of 2 separate species, CH5FO2SSi in total in a non-equilibrium geometry (the ωB97M-V functional and the def2-TZVPD basis).

Geometry as XYZ:
```
11
Properties=species:S:1:pos:R:3:forces:R:3
C 1.07109 -0.45225 -0.16140 2.29 -1.03 -3.09
O -3.05539 0.19688 -0.97596 0.79 0.13 -0.91
O -4.23156 1.39024 1.20616 -0.21 1.12 1.28
F -5.19678 -0.83011 0.34359 0.41 0.62 -0.07
Si -4.08459 0.29676 0.09465 -1.03 -1.83 0.09
S -0.00754 -1.70314 -0.86351 -0.17 -1.67 0.08
H 1.64873 -0.07486 -1.11716 -0.47 -0.51 2.44
H 1.70080 -0.90661 0.63591 -0.40 0.47 -0.80
H 0.48943 0.31821 0.16773 -1.30 2.12 1.24
H -1.12621 -1.06098 -1.19323 -0.01 0.65 0.15
H -4.78013 1.32018 1.99914 0.09 -0.05 -0.40
```
Forces are in eV/Å.

## Properties
* orbital gap: 7.9 eV
* SMILES: O=[Si](O)F.CS
* F_max: 0.077 Eh/bohr
* DFT total energy: -26645.9013 eV
* E_HOMO: -0.3087 Eh

=====

Entry from OMol25: a structure of composition C8H5BBr2Cl5NRh (the ωB97M-V functional and the def2-TZVPD basis).

Geometry as XYZ:
```
23
Properties=species:S:1:pos:R:3:forces:R:3
Rh 0.17102 0.06687 0.53504 0.19 0.59 0.30
Br 0.63192 -2.26234 1.08110 0.13 -0.09 0.16
C 2.50210 -1.81263 1.43689 -0.05 0.03 -0.08
Br 2.72114 0.11136 1.17149 -0.34 -0.33 -0.22
H 3.11994 -2.33712 0.71866 0.01 0.02 -0.01
H 2.72344 -2.05502 2.46870 0.01 0.01 0.00
Cl -0.12680 2.36410 -0.02829 0.09 0.04 -0.10
C 0.26891 1.63176 -1.59154 -0.10 0.00 0.23
C 0.43262 0.28494 -1.41646 -0.13 0.06 0.19
C 0.70478 -0.50971 -2.50637 0.03 -0.15 0.04
Cl 0.90244 -2.20786 -2.34955 0.02 0.03 -0.04
C 0.82242 0.11419 -3.75983 0.00 -0.04 -0.03
Cl 1.17363 -0.83773 -5.13271 0.00 0.00 0.00
C 0.65730 1.49729 -3.90237 -0.02 0.09 0.06
Cl 0.80108 2.23569 -5.43138 0.01 -0.01 -0.02
C 0.36806 2.29699 -2.78756 0.02 -0.04 -0.12
Cl 0.14391 3.98134 -2.87145 -0.01 0.01 0.01
B -4.41961 -0.41855 0.35034 0.00 0.09 -0.02
C -2.89016 -0.25025 0.49154 0.00 -0.01 -0.01
N -1.74035 -0.10807 0.60934 0.15 -0.25 -0.36
H -4.90147 0.18045 1.28122 0.01 -0.03 0.01
H -4.66758 0.12591 -0.70272 -0.01 -0.04 0.00
H -4.63926 -1.60285 0.35500 0.00 0.00 0.00
```
Forces are in eV/Å.

## Properties
* orbital gap: 6.6 eV
* F_max: 0.013 Eh/bohr
* DFT total energy: -216238.6048 eV
* charge: +1
* E_HOMO: -0.4597 Eh

=====

Entry from OMol25: a structure of composition C39H43IrN4P in a non-equilibrium geometry (the ωB97M-V functional and the def2-TZVPD basis).

Geometry as XYZ:
```
88
Properties=species:S:1:pos:R:3:forces:R:3
Ir 0.28515 0.54083 -0.22337 -0.24 -2.34 -1.44
C 2.42514 -2.72436 -1.77763 0.05 0.19 -0.08
C 1.51893 -2.34767 -0.59844 -0.02 -0.66 0.18
C 0.20858 -3.08726 -0.45074 0.16 0.07 -0.29
C 0.26720 -4.48004 -0.47705 0.05 0.03 0.02
C -0.84229 -5.24498 -0.19237 -0.03 0.04 0.10
C -2.00471 -4.60811 0.21237 -0.01 -0.02 -0.05
C -2.11449 -3.22397 0.25299 -0.30 0.00 0.12
C -3.34688 -2.68109 0.97432 0.28 0.03 0.14
C -2.95437 -2.13632 2.35334 -0.06 -0.01 -0.01
C -1.01171 -2.45907 -0.18892 -0.11 0.44 0.25
N -1.16159 -1.01371 -0.34198 0.11 -0.58 0.12
C -2.31148 -0.54669 -0.73483 -0.12 0.40 -0.29
C -2.46073 0.84719 -0.82411 -0.13 -0.59 -0.05
C -3.48393 1.71684 -1.18094 0.07 0.59 -0.04
C -2.92690 3.00712 -1.14430 -0.32 -0.32 -0.03
C -1.59198 2.87665 -0.77459 0.22 -0.11 0.10
N -1.31787 1.57146 -0.57626 -0.41 1.25 0.31
H 3.47009 -2.76990 -1.47435 -0.03 0.01 0.04
H 2.36737 -1.99930 -2.59281 -0.03 -0.09 0.03
H 2.15809 -3.69391 -2.19506 -0.03 0.01 0.04
H 1.30041 -1.27375 -0.61055 0.12 0.68 -0.14
H 2.06888 -2.50285 0.33325 0.01 0.14 0.04
H 1.21005 -4.96601 -0.69519 -0.01 0.02 0.00
H -0.78754 -6.32498 -0.21510 -0.01 0.02 -0.02
H -2.85066 -5.20017 0.53828 0.01 0.00 -0.02
H -4.04068 -3.51049 1.09792 -0.01 -0.01 0.02
H -3.90428 -1.91727 0.44398 -0.07 -0.04 -0.03
H -2.50568 -2.92244 2.96212 0.04 0.03 -0.01
H -3.82937 -1.75980 2.88401 0.02 0.00 -0.02
H -2.23069 -1.31966 2.26527 -0.01 -0.02 0.01
H -3.11991 -1.19460 -1.04085 0.10 -0.12 0.02
H -4.49847 1.44305 -1.42901 0.05 0.02 0.03
H -3.42668 3.93938 -1.35212 0.01 -0.04 0.00
H -0.83793 3.64072 -0.65115 -0.02 -0.03 0.06
C -1.15426 5.05745 2.45773 0.03 -0.01 -0.02
C 0.19799 4.91257 2.17822 0.01 0.01 -0.04
C 0.75268 3.64580 2.04440 0.09 0.05 0.01
C -0.05384 2.52376 2.19978 -0.14 -0.30 0.41
C -1.41305 2.66918 2.48178 -0.10 0.06 0.06
C -1.96108 3.93526 2.61130 0.00 -0.08 -0.03
P 0.59363 0.84406 2.01881 0.18 1.52 0.04
C 0.47670 -0.01924 3.57504 -0.47 -0.44 -0.38
C 0.37863 0.74042 4.73886 0.05 -0.12 0.13
C 0.46725 0.09249 5.96371 -0.01 0.07 -0.01
C 0.62145 -1.28549 6.01945 -0.01 0.00 0.02
C 0.69269 -2.03828 4.85267 -0.02 -0.01 -0.04
C 0.61687 -1.40768 3.62324 0.04 0.02 0.03
C 2.29323 0.98901 1.54108 0.47 -0.36 0.37
C 3.49515 0.97610 2.23510 -0.01 0.21 -0.03
C 4.65593 1.07201 1.48468 -0.02 -0.01 -0.15
C 4.59955 1.16274 0.08422 -0.05 -0.05 0.24
C 3.39335 1.14112 -0.59230 0.05 -0.17 -0.22
C 2.20717 1.01205 0.14670 0.26 0.76 -0.14
H -1.58104 6.04697 2.55843 0.01 -0.02 0.02
H 0.82772 5.78683 2.07470 -0.02 -0.02 -0.01
H 1.81022 3.53835 1.83539 -0.01 0.03 0.00
H -2.04631 1.79522 2.60121 0.01 0.02 0.01
H -3.01475 4.04736 2.83189 0.03 0.00 -0.01
H 0.25058 1.81322 4.69771 0.00 0.01 0.00
H 0.41565 0.67187 6.87578 -0.03 -0.02 0.00
H 0.67972 -1.77884 6.98079 0.01 0.01 -0.01
H 0.80678 -3.11282 4.90318 -0.01 0.01 0.01
H 0.66691 -1.98945 2.70921 0.00 0.00 -0.02
H 3.52341 0.92774 3.31698 -0.01 -0.06 -0.03
H 5.61831 1.08120 1.97960 0.00 -0.01 -0.02
H 5.52274 1.22742 -0.47737 -0.02 0.08 0.01
H 3.39796 1.20022 -1.67053 0.04 0.04 0.12
C 1.45655 0.86315 -3.24741 0.65 -0.01 -1.28
C 1.65901 0.71681 -4.83312 -0.31 0.14 1.17
N 0.38188 0.35177 -5.37562 0.15 -0.08 -1.44
C -0.06101 -0.93159 -4.90833 -0.15 0.21 1.24
C -0.25207 -0.81042 -3.32012 -0.09 -0.58 -1.27
N 0.07031 0.55415 -2.92358 0.46 -0.21 1.92
C -0.82478 1.49785 -3.57002 -0.25 0.41 -1.18
C -0.60585 1.37542 -5.15958 -0.06 -0.04 1.26
H 1.69038 1.88210 -2.93753 -0.11 0.01 0.14
H 2.11494 0.16872 -2.72883 -0.12 -0.06 0.04
H 2.39780 -0.05227 -5.05048 0.01 -0.01 -0.07
H 1.98732 1.66486 -5.25419 0.04 -0.02 -0.08
H 0.67565 -1.69849 -5.13940 0.03 -0.01 -0.08
H -1.00918 -1.19027 -5.37457 0.01 -0.03 -0.09
H 0.40046 -1.51496 -2.81067 -0.07 0.08 0.09
H -1.28503 -1.03807 -3.06492 -0.01 0.07 0.12
H -0.60149 2.51214 -3.24568 0.07 -0.04 0.12
H -1.85621 1.26710 -3.31223 0.04 -0.04 0.09
H -0.25289 2.32311 -5.55981 -0.01 0.01 -0.07
H -1.54282 1.10543 -5.64148 0.01 -0.01 -0.08
```
Forces are in eV/Å.

## Properties
* orbital gap (alpha / beta): 5.6 / 3.7 eV
* 2S+1: 2
* expectation value of S²: 0.758
* F_max: 0.054 Eh/bohr
* DFT total energy: -59212.5573 eV
* charge: +2
* E_HOMO (alpha / beta): -0.4759 / -0.4611 Eh

=====

> What is the F_max in the fourth record?

0.077 Eh/bohr

=====

> Which of these has the lowest DFT total energy?

C8H5BBr2Cl5NRh

=====

> Which of these has the highest F_max?

C10H16O